Record 1
# C14H16BN6O4PtS2Se

C14H16BN6O4PtS2Se as an isolated structure (ωB97M-V/def2-TZVPD, the Open Molecules 2025 dataset).

Calculated values
Gap between HOMO and LUMO   6.7 eV
Charge   +1
2S+1   1

Last column: Mulliken charge in e.
Geometry (Å):
Pt -0.46645 0.13329 1.11075  1.64
C 2.94565 -0.19014 2.95823  -0.71
N 2.73537 -1.34063 2.08782  0.29
C 3.06014 -2.62962 2.37491  -0.27
C 2.68619 -3.38140 1.30339  -0.71
N 2.14148 -2.55667 0.36398  0.35
B 1.67812 -3.15339 -1.01855  0.51
N 0.89669 -2.13330 -1.90731  -0.01
C 1.28248 -1.78234 -3.16767  -0.47
C 0.30182 -1.01768 -3.71903  -0.40
N -0.68486 -0.90512 -2.77976  0.32
C -1.91014 -0.13074 -2.91494  -0.70
C -0.30106 -1.58605 -1.67747  -0.25
S -1.22810 -1.71855 -0.23044  -0.29
C 2.16028 -1.31643 0.86276  -0.15
S 1.65888 0.13358 0.07318  -0.44
H 3.55920 -0.50204 3.79808  0.33
H 1.98996 0.16999 3.33171  0.23
H 3.45031 0.60266 2.41253  0.32
H 3.51762 -2.91420 3.30544  0.46
H 2.77430 -4.44020 1.13740  0.49
H 2.65429 -3.48450 -1.63376  -0.15
H 0.97490 -4.09599 -0.78272  -0.07
H 2.21860 -2.10695 -3.58437  0.50
H 0.22638 -0.55897 -4.68873  0.46
H -1.91220 0.35330 -3.88711  0.33
H -1.95620 0.62221 -2.13279  0.23
H -2.78075 -0.77670 -2.83095  0.34
N -3.49427 6.36416 -1.35205  -0.36
C -3.00695 5.39221 -0.98613  -0.28
C -2.39821 4.15717 -0.57376  0.64
C -1.02549 3.97099 -0.71735  -0.82
C -0.48689 2.75146 -0.37248  -0.08
N -1.25255 1.75641 0.08909  -0.19
C -2.56691 1.93541 0.27145  -0.02
C -3.17775 3.12760 -0.05602  -0.81
H -0.39512 4.76145 -1.09701  0.52
H 0.57079 2.55314 -0.47314  0.47
H -3.12222 1.10618 0.68978  0.60
H -4.24170 3.25303 0.08074  0.52
O -2.46267 -0.50584 2.13365  -0.57
Se -1.49254 -0.10977 3.41924  1.03
O -2.03706 -0.24699 4.89334  -0.61
O -0.10098 -0.96308 2.98980  -0.55
O -0.98236 1.40305 2.89624  -0.67

=====

Record 2
# C12H23N2O2P2STi

C12H23N2O2P2STi as an isolated structure (ωB97M-V/def2-TZVPD, the Open Molecules 2025 dataset).

Calculated values
Gap between HOMO and LUMO (alpha / beta)   4.9 / 4.9 eV
Charge   +3
2S+1   1

Last column: Mulliken charge in e.
Geometry (Å):
Ti -0.68500 -0.02879 1.09262  0.24
P -0.15691 -2.73593 -0.37072  0.64
C 0.20157 -1.44381 -1.72334  -1.11
C -0.13802 0.03424 -1.84932  0.57
N -0.37603 0.80371 -0.76136  0.38
C -0.58495 2.14122 -0.83827  0.45
C -0.53753 2.77927 -2.06403  -0.87
C -0.23633 2.03615 -3.20618  -0.52
C -0.01651 0.65591 -3.09259  -0.74
C -0.87790 2.94115 0.41881  -0.98
P -0.36962 2.13124 2.01595  1.11
H 0.25895 0.04977 -3.94812  0.53
H -0.74105 3.84186 -2.08098  0.55
H -0.15830 2.52587 -4.17860  0.48
H -0.35933 3.91114 0.35785  0.58
H -1.96165 3.13535 0.50976  0.44
H 1.25911 -1.53831 -1.86548  0.51
H -0.24601 -1.90954 -2.63243  0.52
H 5.86217 -0.48420 -1.20500  0.29
O 6.24455 -1.09850 -1.81840  -0.58
H 5.47632 -1.37527 -2.34770  0.29
H 0.37462 -3.00562 0.96582  0.26
O 0.62561 -1.19384 1.73330  -0.58
H 1.29666 -1.07880 2.43003  0.22
C 1.23531 2.89636 2.31777  -1.24
H 1.15712 3.99218 2.30919  0.45
H 1.59979 2.54962 3.29516  0.43
H 1.93948 2.57729 1.53649  0.40
C -1.49360 2.68083 3.32617  -1.17
H -1.12701 2.27004 4.28114  0.42
H -1.51407 3.77524 3.38976  0.42
H -2.50940 2.29713 3.15426  0.40
C -1.90081 -3.16520 -0.58804  -1.14
H -1.90070 -4.07714 -1.20394  0.40
H -2.40677 -3.36133 0.36322  0.42
H -2.44880 -2.37527 -1.11658  0.41
C 0.75272 -4.16956 -1.07178  -1.38
H 0.46954 -5.07194 -0.51285  0.46
H 0.54361 -4.33682 -2.14176  0.45
H 1.83477 -4.00413 -0.94501  0.48
S -2.92599 -0.14963 1.58089  -0.13
C -2.74436 -1.30548 2.81255  0.51
N -2.71527 -2.11644 3.67173  -0.28

=====

Record 3
# C22H68BaF6O18

C22H68BaF6O18 as an isolated structure (ωB97M-V/def2-TZVPD, the Open Molecules 2025 dataset).

Calculated values
Gap between HOMO and LUMO   5.9 eV
2S+1   1

Last column: Mulliken charge in e.
Geometry (Å):
Ba -2.11826 -0.23815 2.65806  1.78
C 0.21687 0.57106 1.04110  1.57
O -0.86033 -0.01224 0.36991  -0.57
O -0.11918 0.53691 2.43176  -0.96
C 1.56866 -0.18015 0.56681  -0.42
F 1.71874 -0.18511 -0.77962  0.25
F 2.64869 0.40604 1.08224  -0.53
F 1.66086 -1.44447 1.06773  0.97
C -1.21776 0.50859 -0.87117  -0.31
C -2.39659 -0.44425 -1.31428  -0.30
H -3.25034 -0.36007 -0.64188  -0.72
H -2.76408 -0.15185 -2.29792  1.41
H -2.03434 -1.47225 -1.32452  -1.80
H -0.48063 0.31938 -1.65151  -1.55
H -1.58787 1.53369 -0.88815  -0.13
H 0.37986 1.62638 0.82244  -0.43
C 1.84090 2.97222 2.00197  0.78
O 1.34050 2.13246 3.12180  -0.26
O 0.73740 3.82760 1.61069  -0.73
C 3.24213 3.64000 2.41375  0.58
F 3.53459 4.75284 1.66980  -0.30
F 3.34382 4.08154 3.71383  -0.30
F 4.25738 2.81794 2.16874  -0.26
C 2.10369 1.01405 3.44750  0.34
C 1.23917 0.25280 4.54901  -1.96
H 1.67985 -0.72820 4.72662  0.34
H 1.27964 0.87870 5.44047  0.59
H 0.20421 0.10621 4.24001  0.62
H 3.04879 1.29961 3.90937  0.57
H 2.36453 0.32599 2.64337  1.26
H 2.00118 2.25289 1.19887  -0.60
C 0.50258 0.78947 -3.80760  -1.40
O 0.44731 2.21714 -3.60978  -0.68
H 0.02779 0.37996 -4.69921  0.63
H 1.54605 0.49017 -3.90609  0.65
H 0.16987 0.22448 -2.93686  0.82
H 0.92572 2.47178 -2.81739  0.90
C -3.95560 2.76370 0.14707  -0.75
O -2.90218 1.91363 -0.14062  -0.27
H -4.73822 2.20712 0.66264  0.73
H -3.62076 3.64402 0.69572  -0.01
H -4.37066 3.12545 -0.79365  0.28
H -2.58427 1.63835 0.72238  0.06
C -3.49890 -3.21461 -2.77589  -1.15
O -3.12755 -2.34480 -1.71258  -0.53
H -4.51824 -3.58938 -2.68318  0.37
H -3.35650 -2.70856 -3.73074  0.26
H -2.85315 -4.09135 -2.72671  0.27
H -2.24348 -2.05115 -1.94452  0.94
C 4.00946 -0.62987 -0.51289  -0.68
O 3.61974 -0.24202 -1.79799  -0.67
H 3.37954 -1.46047 -0.19443  0.50
H 5.03936 -0.98398 -0.55765  0.37
H 3.96896 0.19943 0.19332  0.06
H 4.08395 0.54493 -2.09265  0.40
C -1.04811 -2.71926 0.85392  -1.65
O -1.63327 -1.44097 1.19169  -1.77
H 0.00274 -2.79418 1.13352  -0.37
H -1.65641 -3.47121 1.35657  0.48
H -1.17341 -2.92189 -0.20973  0.14
H -1.27676 -0.82124 0.55104  4.05
C 3.13301 -1.06318 1.96993  0.08
O 3.96745 -1.96813 2.61501  -0.68
H 2.81603 -1.43709 0.99637  -1.76
H 2.25048 -0.77294 2.54000  -0.41
H 3.74872 -0.17606 1.82153  -0.13
H 4.37646 -2.51520 1.94045  0.58
C 0.52532 -2.03295 3.69680  -1.88
O -0.38707 -1.04327 3.28694  -0.51
H 1.46621 -1.90606 3.16134  0.98
H 0.80469 -2.00252 4.74996  0.61
H 0.16542 -3.03614 3.46841  0.30
H 0.03430 -0.33736 2.79123  0.69
C -1.53603 -1.53348 -4.05817  -0.78
O -1.44308 -2.11246 -2.72811  -0.57
H -0.86527 -2.04529 -4.74826  0.42
H -2.53807 -1.45451 -4.47981  0.39
H -1.20695 -0.49635 -3.99367  -0.28
H -0.53358 -2.31648 -2.49837  0.58
C 2.43605 1.99690 -1.96124  -1.43
O 1.37272 2.97814 -2.00151  -0.57
H 3.33869 2.58481 -2.12772  0.19
H 2.44454 1.52787 -0.97735  0.29
H 2.35280 1.32987 -2.81929  0.60
H 1.22831 3.30910 -1.11200  0.31
C -4.49960 -0.04148 1.05187  -0.61
O -3.47064 -0.90469 1.43649  -0.40
H -5.47698 -0.38949 1.38610  0.40
H -4.37130 0.92666 1.53595  0.22
H -4.45985 -0.01542 -0.03709  0.58
H -3.64857 -1.66283 0.87508  0.36
C 0.59373 -2.63532 -1.52864  -1.75
O 0.57173 -2.07512 -2.84259  -0.66
H 1.24392 -3.51010 -1.51672  1.21
H 0.80213 -1.95119 -0.70606  -0.02
H -0.39276 -3.03225 -1.28904  0.89
H 1.47304 -1.78083 -2.99305  0.51
C -1.11997 3.64560 0.20936  -0.12
O -1.59838 3.72158 1.59004  -0.65
H -2.01587 3.69290 -0.40969  0.82
H -0.50805 4.46144 -0.17541  0.80
H -0.63842 2.69927 -0.03695  -0.81
H -2.08511 4.54748 1.64062  0.37
C -1.85641 2.21792 -2.76336  -0.40
O -2.15774 3.03987 -1.71202  -0.65
H -2.72303 1.56890 -2.88920  0.37
H -1.71121 2.76306 -3.69601  0.42
H -0.95770 1.65504 -2.51124  0.39
H -2.36982 2.47661 -0.96411  0.09
C 2.05355 -3.55532 1.02853  0.09
O 1.21820 -4.29527 0.16409  -0.56
H 2.66399 -2.85121 0.46311  0.27
H 1.46801 -2.95239 1.72259  0.14
H 2.61994 -4.20276 1.69795  0.47
H 0.65433 -4.80274 0.75243  0.38

=====

Record 4
# C4H8BN

An isolated molecule of C4H8BN (ωB97M-V/def2-TZVPD, the Open Molecules 2025 dataset).

Calculated values
Gap between HOMO and LUMO   10.0 eV
SMILES   B1CC=CCN1
2S+1   1

Last column: Mulliken charge in e.
Geometry (Å):
B 1.41530 0.29428 0.17372  0.16
C -0.98261 0.99539 0.14901  -0.29
C -1.35985 -0.26992 0.05417  -0.21
C 0.38495 1.35607 -0.49618  -0.72
C -0.46791 -1.25201 -0.47997  -0.48
N 1.04041 -1.06737 0.14139  -0.32
H 2.36202 0.51423 0.66470  -0.12
H -1.30056 1.82440 0.77226  0.33
H -2.28054 -0.64404 0.58011  0.27
H 0.70754 2.36525 -0.36104  0.36
H 0.28833 1.32131 -1.64120  0.20
H -0.71236 -2.28329 -0.28203  0.37
H -0.34054 -1.04954 -1.49346  0.23
H 1.48248 -1.95903 0.43837  0.22

=====

Record 5
# C33H42FN4O4S4SiTi

C33H42FN4O4S4SiTi as an isolated structure (ωB97M-V/def2-TZVPD, the Open Molecules 2025 dataset).

Calculated values
Gap between HOMO and LUMO   7.8 eV
Charge   -1
2S+1   1

Last column: Mulliken charge in e.
Geometry (Å):
Ti -0.29325 -1.08478 -0.56384  0.04
C -2.47181 -3.68971 -0.43469  -1.66
N -2.10398 -2.44554 -1.10921  0.65
C -2.52309 -2.27664 -2.30683  0.19
C -1.98528 -1.15763 -3.04226  -0.31
C -2.27489 -0.51560 -4.22652  -1.02
C -1.45864 0.64227 -4.25066  -0.85
C -0.73627 0.64900 -3.07170  -0.98
N -1.07349 -0.45056 -2.32245  0.86
C -3.69305 -3.56873 0.44686  0.20
C -4.73164 -4.48446 0.34056  -0.76
C -5.84567 -4.39443 1.16668  -0.61
C -5.92916 -3.38259 2.10871  -0.52
C -4.89254 -2.46381 2.22207  -0.81
C -3.78442 -2.55836 1.39750  0.37
H -1.61224 -3.99957 0.17144  0.02
H -2.64420 -4.48422 -1.16887  0.57
H -3.17655 -2.99433 -2.80949  0.34
H -2.98916 -0.83902 -4.96811  0.47
H -1.39806 1.38267 -5.03240  0.49
H 0.01348 1.34530 -2.73926  0.68
H -4.67081 -5.27562 -0.39846  0.37
H -6.64847 -5.11461 1.06900  0.38
H -6.79591 -3.30807 2.75323  0.39
H -4.94547 -1.67318 2.95962  0.47
H -2.97560 -1.84991 1.48729  0.85
C 1.68637 -4.12181 1.16549  -1.59
Si 0.45990 -2.75896 1.74502  1.54
C 1.69326 -1.94550 2.96494  -1.38
C -0.87479 -3.77221 2.61667  -1.32
N -0.45599 -1.21525 1.31773  1.38
C -1.18458 -0.42428 2.19036  0.08
C -1.26957 -0.47930 3.58699  -0.78
C -2.09030 0.39435 4.29185  -1.29
C -2.86624 1.35045 3.65156  -0.67
C -2.82727 1.43158 2.26210  -0.68
C -2.00465 0.55967 1.60172  1.06
F -1.96080 0.60224 0.22652  -0.46
H 1.96853 -4.70945 2.04553  0.44
H 2.60390 -3.69400 0.75044  0.28
H 1.25670 -4.78637 0.41798  0.33
H 2.33724 -2.70228 3.41903  0.32
H 1.29074 -1.32160 3.76207  0.40
H 2.34196 -1.29086 2.37213  0.29
H -0.42737 -4.66822 3.05171  0.45
H -1.64363 -4.09745 1.90729  0.32
H -1.39132 -3.22956 3.40878  0.30
H -0.69674 -1.20762 4.13736  0.49
H -2.11944 0.31832 5.37156  0.40
H -3.49691 2.02150 4.21872  0.45
H -3.41112 2.14578 1.69603  0.51
C 0.13298 5.41302 -1.81382  -0.64
C -1.24284 4.81989 -1.55185  -0.90
S -1.29395 3.31637 -0.53467  0.12
C -0.40570 3.78713 0.96899  -0.91
C 1.09953 3.45041 1.06276  -1.26
S 1.72940 2.13320 -0.01871  0.35
C 3.04597 2.99251 -0.91645  -0.24
C 2.71380 4.29626 -1.62144  -1.20
S 1.26130 4.30421 -2.70734  -0.09
H 0.60631 5.70324 -0.87510  0.24
H 0.01199 6.32510 -2.40193  0.47
H -1.69341 4.49681 -2.49155  0.37
H -1.89149 5.59052 -1.12624  0.42
H -0.93913 3.27343 1.76866  0.28
H -0.55696 4.85501 1.14192  0.62
H 1.31152 3.15433 2.09034  0.70
H 1.70363 4.33501 0.86569  0.37
H 3.37558 2.25106 -1.64478  -0.45
H 3.89783 3.16603 -0.25539  0.55
H 3.58100 4.55533 -2.23081  0.51
H 2.58895 5.11361 -0.91119  0.47
N 1.83991 -1.02935 -1.66612  -0.29
C 3.10369 -0.32252 -1.66450  0.30
C 3.76561 -0.10819 -0.46484  0.02
C 4.91286 0.66660 -0.44367  -0.55
C 5.39665 1.23753 -1.61413  -0.10
C 4.77623 0.95891 -2.82192  -0.77
C 3.62952 0.17429 -2.84765  -0.69
S 6.72368 2.44777 -1.52094  1.37
O 6.35782 3.23106 -0.34655  -0.67
O 6.61997 3.17422 -2.77771  -0.74
O 7.93557 1.66250 -1.36658  -0.70
H 1.41473 -0.88377 -2.58223  0.17
H 1.97863 -2.03388 -1.57954  0.36
H 3.34434 -0.49763 0.45352  0.06
H 5.40263 0.89923 0.49285  0.38
H 5.16351 1.41556 -3.72290  0.48
H 3.11472 -0.01059 -3.78547  0.38
O 0.20588 -2.72125 -0.39649  -0.48

=====

Values of max |F|, in order: 0.035, 0.073, 0.386, 0.080, 0.071, all in hartree/bohr.